103
Properties=species:S:1:pos:R:3:mulliken_charge:R:1 method="wB97M-V/def2-TZVPD" charge=0 orbital_gap_ev=8.2 smiles="COP(=O)(OC)OC.COP(=O)(OC)OC.COP(=O)(OC)OC.COP(=O)(OC)OC.O=S1(=O)CCCC1.c1cc[nH]c1.c1cc[nH]c1" fmax_ev_per_a=1.70 spin_multiplicity=1 lumo_ha=0.0198
C 5.09 2.98 -2.40 -0.730
O 3.72 3.38 -2.44 -0.397
P 2.63 2.46 -1.71 0.855
O 2.87 2.28 -0.27 -0.397
O 1.26 3.14 -2.14 -0.177
C 0.67 3.10 -3.43 -0.682
O 2.67 1.09 -2.55 -0.467
C 1.96 -0.06 -2.03 0.235
H 5.66 3.73 -1.86 0.262
H 5.45 2.98 -3.43 0.263
H 5.21 1.97 -2.01 0.321
H 0.52 4.07 -3.89 0.309
H -0.30 2.61 -3.39 0.202
H 1.25 2.48 -4.12 0.345
H 1.54 0.13 -1.05 -0.357
H 2.71 -0.85 -1.97 0.327
H 1.15 -0.29 -2.71 0.124
C 2.63 0.74 4.10 -0.235
O 2.38 1.62 5.20 -0.378
P 1.66 3.03 4.93 0.970
O 0.50 3.01 4.03 -0.876
O 1.34 3.56 6.39 -0.344
C 2.38 3.91 7.30 -0.675
O 2.87 3.97 4.42 -0.380
C 3.37 3.79 3.08 -0.376
H 3.69 0.58 3.93 0.323
H 2.23 1.07 3.15 -0.116
H 2.22 -0.24 4.33 0.326
H 2.31 3.33 8.21 0.276
H 2.32 4.98 7.51 0.263
H 3.37 3.73 6.87 0.305
H 3.80 4.74 2.75 0.351
H 2.56 3.58 2.37 0.121
H 4.13 3.03 3.13 0.248
C -3.91 -0.14 -2.59 -0.477
O -3.64 -1.40 -3.22 -0.355
P -2.26 -1.49 -4.01 0.701
O -1.24 -0.52 -3.58 -0.121
O -2.73 -1.45 -5.52 -0.399
C -1.80 -1.76 -6.57 -0.660
O -1.78 -3.04 -3.82 -0.429
C -0.97 -3.27 -2.68 -0.235
H -4.94 -0.20 -2.24 0.420
H -3.97 0.69 -3.29 0.505
H -3.21 0.12 -1.80 -0.135
H -2.34 -1.61 -7.50 0.255
H -1.36 -2.75 -6.48 0.279
H -0.99 -1.02 -6.55 0.248
H -0.93 -2.42 -2.02 -0.104
H 0.01 -3.69 -2.91 0.249
H -1.40 -4.07 -2.05 0.264
C 1.19 -5.02 -0.53 -0.580
O 1.71 -4.47 0.66 -0.239
P 3.01 -3.52 0.61 1.093
O 3.38 -3.01 -0.72 -0.770
O 4.11 -4.41 1.33 -0.400
C 3.96 -4.90 2.66 -0.594
O 2.63 -2.41 1.70 -0.279
C 1.44 -1.64 1.56 0.295
H 0.11 -4.89 -0.60 0.004
H 1.33 -6.10 -0.60 0.351
H 1.65 -4.64 -1.44 0.366
H 3.96 -5.99 2.55 0.266
H 3.02 -4.58 3.10 0.250
H 4.76 -4.60 3.34 0.254
H 0.83 -1.95 0.71 -0.384
H 1.66 -0.59 1.36 -0.127
H 0.86 -1.73 2.48 0.469
O -2.22 -2.23 3.63 -0.551
S -2.77 -3.39 2.94 1.049
O -2.82 -4.67 3.61 -0.695
C -4.44 -3.00 2.27 -0.869
C -4.11 -2.28 0.96 -0.568
C -2.95 -3.01 0.29 0.477
C -1.95 -3.51 1.31 0.557
H -5.05 -2.54 3.04 0.471
H -4.88 -3.98 2.06 0.365
H -4.98 -2.30 0.30 0.485
H -3.94 -1.21 1.07 0.203
H -2.43 -2.36 -0.41 -0.873
H -3.36 -3.82 -0.32 0.455
H -1.06 -2.88 1.37 -0.854
H -1.51 -4.50 1.20 0.454
C -0.86 1.19 -0.28 -0.244
C -1.43 0.22 0.55 0.315
C -1.13 0.55 1.86 -1.001
N -0.32 1.65 1.82 0.435
C -0.14 2.05 0.53 -0.816
H -0.84 1.15 -1.36 0.842
H -1.95 -0.66 0.21 -0.851
H -1.32 0.01 2.77 0.635
H 0.12 2.06 2.65 0.112
H 0.45 2.91 0.25 0.655
C -3.66 3.31 -1.87 -0.160
C -4.57 4.13 -2.57 -0.891
C -3.89 5.25 -2.98 -0.588
N -2.61 5.11 -2.57 0.037
C -2.42 3.91 -1.95 -0.655
H -3.92 2.40 -1.35 0.759
H -5.56 3.78 -2.79 0.387
H -4.18 6.10 -3.57 0.403
H -1.85 5.76 -2.66 0.215
H -1.44 3.63 -1.61 0.489


43
Properties=species:S:1:pos:R:3:mulliken_charge:R:1 method="wB97M-V/def2-TZVPD" charge=0 orbital_gap_ev=9.1 smiles=CC1CCN(CCCCOc2ccc(Br)cc2)CC1 fmax_ev_per_a=0.56 relative_energy_kj_mol=2.1 spin_multiplicity=1 lumo_ha=0.0281
C -5.82 -1.73 -0.14 -1.721
C -4.36 -1.30 -0.18 0.613
C -4.01 -0.64 -1.51 -1.012
C -2.56 -0.16 -1.51 -0.636
N -2.36 0.78 -0.43 0.185
C -1.16 1.58 -0.53 -1.313
C 0.20 0.86 -0.40 -0.228
C 0.74 0.82 1.03 -0.598
C 2.11 0.14 1.09 -0.773
O 3.03 0.95 0.39 -0.246
C 4.31 0.53 0.27 0.375
C 5.16 1.38 -0.46 -0.437
C 6.49 1.05 -0.64 -0.365
C 6.98 -0.12 -0.10 -0.003
Br 8.81 -0.58 -0.35 -0.210
C 6.16 -0.97 0.62 -0.584
C 4.83 -0.64 0.81 -0.208
C -2.59 0.15 0.86 -0.577
C -4.04 -0.31 0.94 -1.052
H -6.47 -0.88 -0.26 0.348
H -6.03 -2.44 -0.94 0.414
H -6.05 -2.21 0.81 0.411
H -3.72 -2.18 -0.05 0.207
H -4.66 0.23 -1.66 0.337
H -4.16 -1.33 -2.33 0.401
H -2.33 0.34 -2.45 0.437
H -1.90 -1.05 -1.42 0.275
H -1.22 2.36 0.23 0.491
H -1.20 2.07 -1.51 0.388
H 0.10 -0.16 -0.78 0.212
H 0.93 1.37 -1.02 0.408
H 0.84 1.84 1.40 0.276
H 0.06 0.28 1.69 0.311
H 2.05 -0.85 0.64 0.441
H 2.43 0.04 2.14 0.437
H 4.75 2.29 -0.87 0.391
H 7.14 1.71 -1.21 0.403
H 6.55 -1.88 1.04 0.394
H 4.20 -1.31 1.38 0.356
H -2.39 0.89 1.64 0.451
H -1.93 -0.72 1.02 0.268
H -4.23 -0.76 1.92 0.397
H -4.69 0.56 0.84 0.337


11
Properties=species:S:1:pos:R:3:mulliken_spin:R:1 method="wB97M-V/def2-TZVPD" charge=+2 orbital_gap_ev="8.3 / 7.5" fmax_ev_per_a=5.60 relative_energy_kj_mol=194.4 spin_multiplicity=2 lumo_ha="-0.3867 / -0.4148"
O 3.12 0.18 0.07 0.252
C 2.15 0.64 -0.33 0.086
C 1.09 -0.01 -0.92 0.579
C -0.32 0.22 -0.69 -0.004
C -1.13 -0.87 -0.05 -0.001
H -0.85 0.92 -1.35 0.043
H -2.19 -0.90 -0.31 0.002
H -0.63 -1.80 0.24 -0.005
H 1.71 -1.08 -0.98 0.002
Cs -2.24 2.43 3.66 0.000
O -0.71 0.27 0.67 0.046


61
Properties=species:S:1:pos:R:3:mulliken_charge:R:1 method="wB97M-V/def2-TZVPD" charge=0 orbital_gap_ev=9.9 smiles="C[C@H]1COC(=O)O1.Fc1ccccc1.Fc1ccccc1.Fc1ccccc1.Fc1ccccc1" fmax_ev_per_a=3.32 spin_multiplicity=1 lumo_ha=0.0184
C 29.92 5.26 -8.28 -1.439
C 28.56 5.24 -7.75 0.475
C 27.59 4.29 -8.54 -0.544
O 26.95 3.59 -7.57 -0.323
C 27.63 3.59 -6.43 0.684
O 27.29 3.04 -5.39 -0.558
O 28.69 4.42 -6.62 -0.347
H 30.66 5.58 -7.55 0.337
H 29.95 5.99 -9.09 0.392
H 30.35 4.31 -8.61 0.362
H 28.03 6.19 -7.62 0.329
H 28.13 3.65 -9.24 0.311
H 26.76 4.90 -8.90 0.320
F 25.96 6.50 -19.45 -0.301
C 24.92 6.71 -20.33 0.410
C 24.76 7.87 -21.06 -0.500
C 23.58 8.13 -21.78 -0.274
C 22.65 7.06 -21.84 -0.488
C 22.95 5.90 -21.24 -0.227
C 24.03 5.70 -20.45 -0.375
H 25.36 8.76 -20.96 0.345
H 23.43 9.05 -22.31 0.375
H 21.81 6.98 -22.52 0.313
H 22.26 5.10 -21.45 0.309
H 24.16 4.75 -19.96 0.411
F 12.68 6.23 -15.42 -0.295
C 12.96 5.71 -14.20 0.534
C 12.37 6.20 -13.02 -0.626
C 12.87 5.72 -11.84 -0.063
C 13.85 4.78 -11.72 -0.604
C 14.40 4.20 -12.87 -0.234
C 13.93 4.69 -14.18 -0.482
H 11.74 7.08 -12.98 0.359
H 12.37 6.26 -11.05 0.293
H 14.14 4.51 -10.71 0.360
H 15.18 3.45 -12.85 0.377
H 14.40 4.29 -15.07 0.381
F 22.15 7.78 -5.95 -0.293
C 22.19 8.18 -7.23 0.476
C 23.08 9.15 -7.72 -0.586
C 23.16 9.35 -9.10 -0.200
C 22.43 8.65 -9.99 -0.558
C 21.54 7.66 -9.48 -0.260
C 21.42 7.45 -8.11 -0.427
H 23.62 9.76 -7.00 0.414
H 23.78 10.15 -9.49 0.344
H 22.60 8.85 -11.04 0.380
H 20.91 7.15 -10.19 0.350
H 20.75 6.63 -7.88 0.363
F 20.80 2.53 -15.75 -0.294
C 21.68 1.56 -16.11 0.328
C 21.35 0.70 -17.15 -0.305
C 22.23 -0.29 -17.56 -0.369
C 23.50 -0.34 -16.99 -0.425
C 23.85 0.49 -15.93 -0.400
C 22.89 1.45 -15.48 -0.349
H 20.41 0.86 -17.66 0.387
H 21.91 -1.01 -18.29 0.358
H 24.14 -1.18 -17.18 0.338
H 24.88 0.48 -15.60 0.370
H 23.21 2.14 -14.72 0.361


18
Properties=species:S:1:pos:R:3:mulliken_charge:R:1 method="wB97M-V/def2-TZVPD" charge=+1 orbital_gap_ev=9.2 smiles=NC[C@H]([NH3+])CSS fmax_ev_per_a=6.74 relative_energy_kj_mol=170.5 spin_multiplicity=1 lumo_ha=-0.1261
N 3.20 -1.46 0.28 -0.522
C 1.92 -1.65 -0.37 -0.579
C 1.17 -0.43 0.07 -0.114
N 1.04 -0.29 1.64 -0.347
C -0.21 -0.36 -0.44 -0.797
S -0.86 1.36 -0.18 -0.026
S -2.83 0.89 -0.44 -0.173
H 3.82 -0.85 -0.14 0.182
H 3.74 -2.35 0.50 0.238
H 2.04 -1.60 -1.58 0.309
H 1.42 -2.64 -0.15 0.390
H 1.73 0.51 -0.29 0.248
H 1.99 -0.34 2.03 0.422
H 0.63 -1.27 2.08 0.424
H 0.59 0.50 1.95 0.327
H -0.15 -0.62 -1.61 0.391
H -0.89 -1.14 0.01 0.442
H -2.85 0.65 -1.75 0.186


17
Properties=species:S:1:pos:R:3:mulliken_charge:R:1 method="wB97M-V/def2-TZVPD" charge=0 orbital_gap_ev=8.2 smiles="C#C[C@@H]1CS[P@](=S)(SC)S1" fmax_ev_per_a=4.60 relative_energy_kj_mol=0.0 spin_multiplicity=1 lumo_ha=-0.0290
C -0.02 1.47 2.20 -0.049
C 0.79 0.84 1.61 -0.392
C 1.93 0.11 1.08 -0.181
C 2.59 0.72 -0.14 -0.746
S 1.38 1.41 -1.37 -0.123
P 0.26 -0.50 -1.38 0.397
S 0.23 -1.56 -3.00 -0.368
S -1.56 0.08 -0.64 -0.006
C -2.54 -0.21 -2.09 -0.861
S 1.31 -1.61 0.55 -0.123
H -0.97 2.01 2.47 0.383
H 2.72 -0.08 1.91 0.343
H 3.08 1.54 0.21 0.494
H 3.15 -0.18 -0.73 0.321
H -2.13 -1.11 -2.51 0.280
H -2.36 0.60 -2.74 0.334
H -3.58 -0.23 -1.76 0.296


92
Properties=species:S:1:pos:R:3:mulliken_spin:R:1 method="wB97M-V/def2-TZVPD" charge=+2 orbital_gap_ev="5.5 / 5.1" fmax_ev_per_a=4.57 spin_multiplicity=3 lumo_ha="-0.2499 / -0.2662"
P 1.45 1.08 -4.88 0.068
C 3.18 1.48 -5.08 -0.008
C 3.98 0.87 -6.06 0.003
H 3.54 0.09 -6.70 0.001
C 5.31 1.27 -6.22 -0.002
H 5.92 0.79 -6.99 0.000
C 5.85 2.28 -5.42 0.005
H 6.88 2.59 -5.56 0.000
C 5.05 2.90 -4.45 0.001
H 5.46 3.70 -3.84 0.000
C 3.72 2.51 -4.28 0.010
H 3.09 3.00 -3.53 0.008
C 1.07 -0.52 -5.58 0.004
C 1.76 -1.64 -5.09 0.016
H 2.62 -1.51 -4.43 0.001
C 1.34 -2.92 -5.45 -0.003
H 1.87 -3.79 -5.05 0.000
C 0.26 -3.10 -6.32 0.005
H -0.06 -4.10 -6.60 0.000
C -0.38 -1.98 -6.86 -0.004
H -1.20 -2.11 -7.57 0.000
C 0.02 -0.69 -6.51 0.011
H -0.46 0.18 -6.95 0.001
C 0.40 2.36 -5.61 0.011
C 0.71 2.92 -6.86 0.001
H 1.60 2.58 -7.39 0.000
C -0.12 3.90 -7.40 0.001
H 0.11 4.31 -8.38 0.000
C -1.24 4.36 -6.70 -0.001
H -1.88 5.13 -7.12 0.000
C -1.54 3.82 -5.44 0.002
H -2.39 4.18 -4.87 0.001
C -0.73 2.82 -4.91 -0.029
H -0.95 2.44 -3.92 0.065
Mo 0.51 0.41 -0.97 1.287
C -1.11 -0.94 -0.85 0.058
C -1.78 -1.25 -2.00 0.047
H -1.40 -1.39 0.12 -0.025
C -1.36 -0.45 -3.24 -0.017
O -2.56 0.11 -3.87 0.015
H -2.28 0.76 -4.55 -0.006
C -0.46 0.58 -2.72 0.640
H -0.83 -1.10 -3.96 0.032
C 0.84 1.07 -2.92 -0.389
Cl 2.44 1.58 -0.20 0.096
P -1.06 1.83 0.12 -0.025
P 1.63 -1.63 -0.02 -0.014
C -0.39 2.71 1.54 0.002
H 0.53 3.23 1.24 0.002
H -0.17 1.96 2.33 0.001
H -1.15 3.42 1.87 -0.002
C -1.63 3.10 -1.05 0.012
H -2.21 2.62 -1.85 -0.001
H -0.77 3.61 -1.50 -0.003
H -2.25 3.82 -0.52 -0.001
C -2.62 1.19 0.77 0.001
H -2.42 0.36 1.49 0.000
H -3.25 0.82 -0.05 0.002
H -3.13 2.01 1.29 -0.002
C 2.23 -1.45 1.69 0.004
H 1.82 -2.26 2.30 -0.001
H 1.87 -0.50 2.11 0.000
H 3.33 -1.48 1.70 0.001
C 0.82 -3.26 -0.01 -0.004
H 0.42 -3.49 -1.00 0.000
H -0.02 -3.23 0.70 0.001
H 1.54 -4.03 0.29 -0.002
C 3.12 -1.86 -1.04 0.005
H 3.70 -0.93 -1.06 -0.003
H 2.83 -2.13 -2.06 -0.001
H 3.73 -2.67 -0.61 0.001
P -3.13 -2.46 -2.10 0.014
C -3.33 -3.26 -0.52 0.000
C -2.69 -3.66 -3.36 0.004
H -3.36 -2.54 0.30 -0.001
H -2.50 -3.97 -0.35 0.000
H -4.27 -3.81 -0.57 0.000
H -2.27 -3.15 -4.24 -0.002
H -3.61 -4.19 -3.65 0.000
H -1.96 -4.37 -2.96 0.001
C -4.62 -1.59 -2.57 0.004
H -5.10 -1.18 -1.67 0.000
H -5.29 -2.30 -3.06 0.001
H -4.34 -0.78 -3.25 0.002
H 1.10 2.12 -2.65 0.098
C -1.01 -1.06 4.81 0.000
C -0.91 -0.54 3.40 0.000
O 0.01 0.32 3.22 0.000
O -1.72 -0.99 2.52 0.001
H -0.08 -1.57 5.08 0.000
H -1.86 -1.74 4.93 0.000
H -1.12 -0.21 5.50 0.000


115
Properties=species:S:1:pos:R:3:mulliken_charge:R:1 method="wB97M-V/def2-TZVPD" charge=-1 orbital_gap_ev=6.2 fmax_ev_per_a=1.17 spin_multiplicity=1 lumo_ha=0.0841
C 1.40 3.10 -2.35 -0.512
C 0.64 2.85 -3.66 -0.933
C -0.49 1.83 -3.52 0.149
C -1.88 2.46 -3.55 -1.171
C -2.06 3.54 -2.47 0.183
C -3.33 3.43 -1.62 -0.713
C -2.98 3.51 -0.11 -1.395
C -2.77 2.10 0.40 0.716
C -2.33 1.96 1.85 -1.378
C -2.22 0.46 2.22 0.418
C -0.81 -0.15 2.29 -0.550
C 0.13 0.14 1.12 0.531
C 0.95 1.40 1.18 1.060
C 1.39 1.92 2.54 -0.774
O 2.28 2.93 2.27 -0.560
B 2.92 2.49 0.95 1.613
O 2.16 1.29 0.47 -1.114
H 0.75 3.08 -1.49 -0.171
H 1.92 4.05 -2.36 0.311
H 2.12 2.31 -2.21 0.252
H 1.36 2.48 -4.37 0.456
H 0.24 3.77 -4.07 0.431
H -0.38 1.22 -2.63 -0.112
H -0.44 1.15 -4.38 0.350
H -2.64 1.67 -3.48 0.320
H -2.02 2.91 -4.53 0.398
H -1.20 3.49 -1.81 -0.333
H -2.04 4.51 -2.95 0.513
H -4.08 4.16 -1.90 0.539
H -3.77 2.45 -1.76 0.144
H -2.09 4.13 -0.01 0.470
H -3.79 4.00 0.43 0.400
H -3.72 1.58 0.31 0.331
H -2.00 1.63 -0.21 -0.316
H -1.44 2.53 2.06 0.357
H -3.13 2.38 2.46 0.482
H -2.72 0.32 3.17 0.489
H -2.79 -0.10 1.48 -0.517
H -0.95 -1.23 2.29 -0.343
H -0.36 0.07 3.25 0.340
H 0.84 -0.68 1.08 0.168
H -0.44 0.07 0.19 -0.678
H 0.40 2.22 0.66 -0.596
H 1.83 1.03 3.05 0.275
H 0.55 2.21 3.18 0.262
H 2.65 3.41 0.16 -0.394
H 4.11 2.32 1.21 -0.496
C 7.27 4.36 0.60 -1.550
C 7.05 2.87 0.87 0.710
C 8.28 2.15 1.43 -0.885
O 9.29 1.85 0.47 -0.375
C 10.18 2.91 0.20 -0.653
N 6.55 2.25 -0.35 -0.599
H 7.86 4.53 -0.30 0.289
H 6.31 4.85 0.45 0.339
H 7.78 4.84 1.44 0.358
H 6.26 2.80 1.63 0.208
H 7.96 1.18 1.81 0.348
H 8.72 2.70 2.27 0.441
H 10.38 3.52 1.09 0.293
H 9.80 3.55 -0.60 0.221
H 11.12 2.47 -0.14 0.260
H 6.29 1.28 -0.15 0.260
H 7.33 2.17 -1.00 0.276
C -5.13 -3.74 -1.58 -1.481
C -4.15 -2.64 -1.97 0.743
C -3.95 -1.58 -0.88 0.319
O -5.00 -0.64 -0.80 -0.369
C -6.11 -1.05 -0.02 -0.842
N -4.56 -2.06 -3.25 -0.783
H -6.16 -3.40 -1.63 0.329
H -5.04 -4.58 -2.27 0.424
H -4.94 -4.10 -0.57 0.180
H -3.18 -3.12 -2.13 -0.068
H -3.06 -0.99 -1.14 -0.085
H -3.75 -2.03 0.09 0.058
H -5.80 -1.68 0.81 0.308
H -6.85 -1.57 -0.63 0.281
H -6.58 -0.15 0.38 0.277
H -3.85 -1.40 -3.56 0.277
H -5.38 -1.47 -3.07 0.379
C -3.76 -2.82 3.82 -0.876
C -4.00 -4.28 3.45 0.070
C -3.03 -5.25 4.14 -0.773
O -1.73 -5.28 3.59 -0.368
C -0.85 -4.26 4.04 -0.388
N -3.96 -4.40 1.99 -0.400
H -2.88 -2.41 3.34 -0.150
H -4.61 -2.21 3.51 0.334
H -3.65 -2.70 4.90 0.435
H -5.01 -4.55 3.77 0.370
H -3.42 -6.26 4.01 0.344
H -2.99 -5.06 5.22 0.417
H -1.04 -4.01 5.09 0.309
H -0.94 -3.36 3.43 0.048
H 0.16 -4.63 3.94 0.291
H -4.21 -5.35 1.72 0.272
H -2.99 -4.31 1.69 0.234
C 1.96 -3.05 -0.55 -1.115
C 0.90 -3.37 -1.60 0.281
C 1.31 -2.99 -3.04 -0.825
O 1.21 -1.61 -3.33 -0.307
C 2.34 -0.83 -2.96 -0.392
N -0.36 -2.73 -1.21 -0.037
H 2.01 -1.99 -0.33 -0.042
H 1.72 -3.56 0.38 0.345
H 2.95 -3.39 -0.88 0.386
H 0.74 -4.45 -1.59 0.449
H 0.60 -3.48 -3.72 0.327
H 2.31 -3.37 -3.28 0.456
H 3.27 -1.38 -3.09 0.390
H 2.26 -0.48 -1.93 0.048
H 2.36 0.05 -3.60 0.151
H -1.09 -3.01 -1.86 0.105
H -0.25 -1.73 -1.38 -0.185